# 1
{"formula": "C41H68N10", "method": "ωB97M-V with the def2-TZVPD basis set", "elements": ["C", "C", "C", "N", "C", "C", "H", "H", "H", "H", "H", "C", "C", "C", "C", "N", "H", "H", "H", "H", "H", "H", "H", "C", "C", "C", "C", "N", "H", "H", "H", "H", "H", "H", "H", "C", "C", "C", "C", "N", "H", "H", "H", "H", "H", "H", "H", "C", "C", "C", "C", "N", "H", "H", "H", "H", "H", "H", "H", "C", "C", "C", "C", "N", "H", "H", "H", "H", "H", "H", "H", "C", "C", "C", "C", "N", "H", "H", "H", "H", "H", "H", "H", "C", "C", "C", "C", "N", "H", "H", "H", "H", "H", "H", "H", "C", "C", "C", "C", "N", "H", "H", "H", "H", "H", "H", "H", "C", "C", "C", "C", "N", "H", "H", "H", "H", "H", "H", "H"], "positions_angstrom": [[13.727, 5.796, 19.970], [14.763, 6.261, 19.173], [15.683, 7.036, 19.892], [15.516, 7.352, 21.228], [14.590, 6.710, 21.992], [13.658, 6.004, 21.342], [12.964, 5.261, 19.423], [14.855, 6.233, 18.097], [16.587, 7.466, 19.487], [14.490, 7.046, 23.013], [12.668, 5.938, 21.769], [15.863, 4.127, 23.342], [15.905, 2.728, 23.803], [14.661, 2.357, 24.648], [14.283, 3.277, 25.696], [13.903, 3.951, 26.528], [14.897, 4.454, 22.957], [16.679, 4.390, 22.669], [16.036, 4.760, 24.212], [16.746, 2.463, 24.444], [15.764, 1.950, 23.053], [14.801, 1.357, 25.058], [13.745, 2.272, 24.063], [18.660, 3.401, 18.995], [17.365, 3.394, 19.962], [16.190, 2.745, 19.278], [16.016, 3.161, 17.835], [15.899, 3.448, 16.728], [19.107, 4.394, 18.947], [18.437, 3.042, 17.990], [19.359, 2.739, 19.506], [16.984, 4.375, 20.243], [17.536, 2.770, 20.839], [15.216, 3.020, 19.681], [16.316, 1.678, 19.092], [10.409, -3.981, 17.438], [10.204, -2.656, 18.128], [10.906, -2.538, 19.504], [12.425, -2.352, 19.343], [13.548, -2.296, 19.275], [9.902, -4.768, 17.997], [11.480, -4.182, 17.410], [9.952, -4.021, 16.450], [9.144, -2.515, 18.341], [10.546, -1.845, 17.484], [10.754, -3.496, 20.000], [10.613, -1.780, 20.231], [10.569, 5.512, 13.034], [11.143, 4.104, 12.982], [11.706, 3.632, 14.336], [12.315, 4.511, 15.350], [12.723, 5.199, 16.163], [9.805, 5.776, 13.765], [10.144, 5.609, 12.035], [11.332, 6.279, 13.165], [11.949, 4.310, 12.278], [10.390, 3.452, 12.541], [12.396, 2.820, 14.107], [10.986, 3.229, 15.047], [6.698, -2.758, 16.636], [7.623, -1.750, 15.871], [7.363, -0.344, 16.413], [7.863, -0.111, 17.747], [8.265, 0.102, 18.859], [5.646, -2.473, 16.632], [6.991, -2.966, 17.665], [6.549, -3.733, 16.172], [7.398, -1.961, 14.826], [8.678, -1.973, 16.035], [6.359, 0.032, 16.218], [8.066, 0.333, 15.927], [6.309, 5.483, 20.365], [6.660, 6.551, 19.331], [7.754, 6.233, 18.300], [8.062, 4.841, 17.872], [8.315, 3.715, 17.626], [6.601, 4.472, 20.079], [5.226, 5.474, 20.492], [6.783, 5.613, 21.338], [6.899, 7.508, 19.794], [5.716, 6.779, 18.836], [8.624, 6.587, 18.854], [7.473, 6.920, 17.502], [14.054, -1.329, 11.476], [14.870, -0.134, 12.103], [15.018, -0.237, 13.619], [13.881, 0.018, 14.460], [12.946, 0.259, 15.113], [13.983, -1.300, 10.389], [13.002, -1.282, 11.759], [14.330, -2.337, 11.783], [14.387, 0.837, 11.993], [15.871, -0.165, 11.671], [15.813, 0.380, 14.037], [15.302, -1.253, 13.894], [12.857, -1.908, 24.281], [11.742, -1.156, 23.459], [10.594, -1.996, 23.114], [9.862, -2.566, 24.252], [9.298, -3.017, 25.182], [13.529, -2.453, 23.617], [12.487, -2.485, 25.128], [13.364, -1.134, 24.857], [12.189, -0.666, 22.595], [11.401, -0.335, 24.089], [10.712, -2.794, 22.381], [9.863, -1.334, 22.651], [13.067, 1.669, 17.978], [11.584, 1.433, 18.328], [10.998, 2.392, 19.372], [11.724, 2.211, 20.674], [12.316, 2.089, 21.700], [13.671, 1.012, 17.352], [13.643, 1.878, 18.879], [13.164, 2.574, 17.378], [11.672, 0.408, 18.690], [11.012, 1.349, 17.403], [9.950, 2.186, 19.586], [11.053, 3.447, 19.105]], "de_lowest_kcal_mol": 29.8, "smiles": "c1ccncc1.CCCC#N.CCCC#N.CCCC#N.CCCC#N.CCCC#N.CCCC#N.CCCC#N.CCCC#N.CCCC#N", "total_energy_ha": -2150.3870}



# 2
{"formula": "C41H69Be2ClFInN4O5", "method": "ωB97M-V with the def2-TZVPD basis set", "elements": ["C", "C", "C", "C", "C", "C", "C", "C", "C", "C", "C", "C", "O", "C", "C", "O", "C", "C", "In", "C", "C", "C", "C", "C", "C", "C", "C", "C", "H", "H", "H", "H", "H", "H", "H", "H", "H", "H", "H", "H", "H", "H", "H", "H", "H", "H", "H", "H", "H", "H", "H", "H", "H", "H", "H", "H", "H", "H", "H", "H", "H", "H", "H", "H", "H", "H", "C", "C", "C", "N", "C", "C", "C", "C", "C", "H", "H", "H", "H", "H", "H", "H", "H", "H", "H", "H", "H", "H", "H", "H", "H", "H", "H", "Be", "F", "N", "C", "C", "C", "C", "C", "H", "H", "H", "H", "H", "C", "O", "N", "N", "H", "H", "H", "H", "O", "C", "C", "O", "H", "H", "H", "H", "Be", "Cl"], "positions_angstrom": [[6.105, -0.188, -0.798], [6.251, 0.021, -2.386], [7.641, 0.699, -2.757], [6.333, -1.473, -2.966], [4.979, 0.679, -3.054], [4.859, 2.252, -2.969], [5.718, 3.033, -4.044], [5.201, 2.885, -1.563], [3.322, 2.586, -3.221], [2.829, 3.464, -4.282], [1.384, 3.746, -4.471], [0.372, 3.139, -3.616], [-0.985, 3.384, -3.828], [-1.656, 2.267, -4.459], [-0.785, 1.492, -5.533], [-1.649, 0.789, -6.453], [-1.104, -0.521, -6.775], [-1.801, -1.573, -5.827], [-0.362, -2.727, -4.523], [-0.820, -2.384, -2.299], [0.406, -2.713, -1.389], [1.584, -1.797, -1.501], [2.796, -1.995, -0.716], [2.879, -3.142, 0.232], [1.733, -4.037, 0.360], [0.499, -3.818, -0.432], [0.848, 2.268, -2.527], [2.282, 2.008, -2.327], [6.075, -1.274, -0.521], [5.242, 0.381, -0.368], [7.026, 0.247, -0.318], [7.645, 0.887, -3.880], [7.839, 1.681, -2.291], [8.493, -0.043, -2.583], [5.372, -1.999, -2.678], [6.505, -1.503, -4.071], [7.140, -2.012, -2.385], [5.021, 0.422, -4.158], [4.080, 0.126, -2.659], [5.376, 4.112, -4.019], [6.806, 3.076, -3.750], [5.588, 2.630, -5.084], [4.920, 3.982, -1.596], [6.280, 2.822, -1.274], [4.552, 2.421, -0.761], [3.511, 3.974, -4.996], [1.036, 4.435, -5.282], [-2.507, 2.721, -5.051], [-2.118, 1.549, -3.730], [-0.100, 0.761, -5.010], [-0.180, 2.212, -6.158], [-1.434, -0.726, -7.837], [0.017, -0.549, -6.760], [-2.524, -1.036, -5.151], [-2.390, -2.343, -6.404], [1.363, -2.373, -4.828], [-0.650, -4.500, -4.805], [-1.749, -2.961, -2.028], [-1.094, -1.286, -2.244], [1.523, -0.931, -2.215], [3.634, -1.271, -0.854], [3.827, -3.290, 0.813], [1.843, -4.889, 1.080], [-0.374, -4.507, -0.319], [0.146, 1.762, -1.818], [2.572, 1.320, -1.493], [-1.637, -1.062, 0.700], [-0.928, -1.195, 2.040], [-1.359, -2.365, 2.909], [-2.673, -2.226, 3.664], [-2.799, -3.456, 4.536], [-2.722, -0.988, 4.547], [-3.445, 0.060, 3.722], [-4.458, -0.727, 2.905], [-3.899, -2.139, 2.760], [-2.654, -0.676, 0.799], [-1.093, -0.363, 0.062], [-1.669, -2.020, 0.179], [-0.955, -0.250, 2.586], [0.132, -1.359, 1.813], [-0.595, -2.520, 3.675], [-1.427, -3.282, 2.319], [-1.959, -3.472, 5.228], [-2.790, -4.335, 3.891], [-3.737, -3.399, 5.085], [-3.306, -1.236, 5.436], [-1.710, -0.712, 4.843], [-2.759, 0.598, 3.066], [-3.925, 0.806, 4.353], [-4.642, -0.261, 1.936], [-5.418, -0.762, 3.426], [-3.618, -2.406, 1.743], [-4.634, -2.869, 3.102], [-2.458, 2.239, 4.931], [8.014, 1.816, -0.649], [-1.590, 6.905, 4.176], [-0.470, 7.599, 3.853], [0.439, 7.179, 2.909], [0.203, 5.973, 2.251], [-0.935, 5.236, 2.565], [-1.793, 5.733, 3.518], [-0.328, 8.526, 4.394], [1.315, 7.773, 2.688], [0.899, 5.612, 1.503], [-1.145, 4.295, 2.073], [-2.694, 5.199, 3.793], [-4.376, -3.623, 8.174], [-3.590, -2.939, 7.530], [-4.066, -4.869, 8.618], [-5.623, -3.194, 8.500], [-4.694, -5.445, 9.147], [-3.151, -5.220, 8.397], [-5.888, -2.276, 8.189], [-6.282, -3.738, 9.026], [-8.667, -3.446, 2.957], [-8.804, -3.111, 1.748], [-7.455, -2.158, 1.312], [-7.585, -1.808, 0.111], [-9.678, -2.496, 1.478], [-8.832, -3.912, 0.990], [-6.576, -2.775, 1.568], [-7.412, -1.359, 2.072], [9.843, 0.589, -0.739], [-3.114, 7.945, 3.204]], "total_energy_ha": -2977.6930}



# 3
{"formula": "C41H72Cl2N18O5P3", "method": "ωB97M-V with the def2-TZVPD basis set", "elements": ["C", "C", "Cl", "C", "Cl", "C", "C", "C", "O", "N", "O", "C", "P", "N", "P", "O", "O", "C", "N", "P", "C", "C", "C", "N", "C", "C", "O", "N", "C", "C", "H", "H", "H", "H", "H", "H", "H", "H", "H", "H", "H", "H", "H", "H", "H", "H", "H", "H", "H", "H", "H", "H", "H", "H", "H", "H", "H", "H", "H", "H", "H", "H", "H", "C", "C", "N", "H", "H", "H", "C", "C", "N", "H", "H", "H", "C", "C", "N", "H", "H", "H", "C", "C", "N", "H", "H", "H", "C", "C", "N", "H", "H", "H", "C", "C", "N", "H", "H", "H", "C", "C", "N", "H", "H", "H", "C", "C", "N", "H", "H", "H", "C", "C", "N", "H", "H", "H", "C", "C", "N", "H", "H", "H", "C", "C", "N", "H", "H", "H", "C", "C", "N", "H", "H", "H", "C", "C", "N", "H", "H", "H"], "positions_angstrom": [[0.145, -1.276, 0.712], [-1.014, -0.476, 0.209], [-2.519, -0.932, 0.946], [-0.969, 0.463, -0.739], [-2.545, 1.115, -1.193], [0.254, 0.984, -1.520], [0.152, 0.241, -2.891], [0.475, -1.258, -2.828], [-0.632, -2.069, -2.476], [-0.185, 2.456, -1.781], [-0.878, 2.653, -2.976], [0.924, 3.487, -1.747], [1.213, 4.401, -3.401], [0.112, 5.488, -3.720], [0.555, 4.888, -0.575], [-0.172, 4.357, 0.819], [1.860, 5.848, -0.389], [2.229, 2.572, -1.427], [2.807, 2.498, -2.808], [3.701, 3.281, -0.504], [3.405, 3.715, 1.244], [4.566, 4.625, -1.411], [1.656, 1.221, -0.860], [1.312, 1.538, 0.544], [2.738, 0.136, -0.783], [3.585, -0.119, -2.032], [3.164, -0.624, -3.050], [4.928, 0.317, -1.975], [5.701, -0.445, -0.992], [5.558, 0.281, -3.288], [0.832, -0.735, 1.352], [-0.243, -2.086, 1.327], [0.629, -1.782, -0.120], [-0.890, 0.269, -3.207], [0.705, 0.753, -3.677], [1.322, -1.506, -2.201], [0.759, -1.535, -3.846], [-1.446, -1.554, -2.464], [-0.692, 2.718, -0.920], [-1.704, 3.120, -2.753], [1.193, 3.474, -4.458], [2.449, 5.057, -3.291], [-0.616, 5.500, -3.013], [0.382, 4.435, 1.617], [1.508, 6.748, -0.422], [3.802, 2.284, -2.740], [2.421, 1.698, -3.304], [4.384, 3.822, 1.707], [2.900, 2.940, 1.808], [2.883, 4.659, 1.443], [4.409, 4.606, -2.484], [5.627, 4.452, -1.268], [4.363, 5.611, -0.994], [1.143, 2.508, 0.741], [1.855, 1.064, 1.250], [2.391, -0.839, -0.448], [3.440, 0.470, -0.022], [5.348, -0.261, 0.023], [5.670, -1.526, -1.161], [6.731, -0.099, -1.011], [6.495, 0.838, -3.202], [5.813, -0.723, -3.634], [4.968, 0.798, -4.040], [-5.288, 0.430, -4.123], [-3.880, 0.217, -4.444], [-2.771, 0.047, -4.682], [-5.731, -0.499, -3.772], [-5.377, 1.180, -3.338], [-5.821, 0.775, -5.006], [2.853, 2.653, 5.139], [2.802, 1.647, 4.078], [2.772, 0.896, 3.209], [3.672, 2.445, 5.823], [3.013, 3.625, 4.679], [1.915, 2.660, 5.691], [2.327, -3.868, -5.028], [2.833, -5.034, -5.749], [3.231, -5.950, -6.312], [2.681, -2.955, -5.503], [1.238, -3.875, -5.034], [2.677, -3.893, -3.998], [0.728, -8.106, -4.616], [0.196, -7.985, -3.259], [-0.224, -7.890, -2.196], [1.811, -8.008, -4.600], [0.463, -9.075, -5.033], [0.312, -7.324, -5.247], [-5.347, -3.877, -3.927], [-6.184, -2.967, -3.148], [-6.847, -2.265, -2.529], [-5.499, -4.898, -3.584], [-5.612, -3.810, -4.980], [-4.299, -3.611, -3.803], [-6.240, -1.249, 2.042], [-6.722, -1.063, 3.409], [-7.091, -0.919, 4.485], [-5.155, -1.177, 2.023], [-6.538, -2.229, 1.675], [-6.659, -0.484, 1.392], [-3.168, -1.508, 4.933], [-1.782, -1.645, 4.489], [-0.694, -1.746, 4.137], [-3.539, -2.463, 5.286], [-3.223, -0.789, 5.747], [-3.787, -1.159, 4.108], [-4.732, -5.872, 6.736], [-4.052, -4.614, 7.025], [-3.515, -3.630, 7.272], [-5.678, -5.912, 7.274], [-4.924, -5.952, 5.667], [-4.109, -6.706, 7.051], [-2.968, -5.659, 10.633], [-3.120, -6.822, 9.761], [-3.239, -7.735, 9.078], [-2.022, -5.722, 11.166], [-2.984, -4.749, 10.035], [-3.785, -5.632, 11.351], [-9.170, -6.740, 6.223], [-8.383, -6.677, 7.453], [-7.771, -6.627, 8.421], [-9.576, -7.741, 6.097], [-9.988, -6.025, 6.274], [-8.539, -6.500, 5.369], [6.039, 6.722, 3.059], [5.687, 5.387, 3.541], [5.413, 4.338, 3.915], [6.841, 7.132, 3.669], [6.371, 6.663, 2.024], [5.172, 7.376, 3.121], [8.385, 3.850, -4.216], [7.691, 4.819, -3.370], [7.148, 5.579, -2.705], [7.822, 2.919, -4.248], [8.480, 4.245, -5.225], [9.377, 3.655, -3.814], [-4.272, 6.753, -3.963], [-3.906, 5.431, -3.464], [-3.613, 4.394, -3.075], [-4.430, 6.707, -5.038], [-5.186, 7.088, -3.478], [-3.470, 7.457, -3.749]], "total_energy_ha": -4911.1941, "total_charge": 1}